{"formula": "C66H69BaF3N9O5P2Sb", "method": "ωB97M-V/def2-TZVPD", "e_tot_ev": -127175.9979, "charge": 0, "homo_lumo_gap_ev": 7.58, "de_lowest_kj_mol": 128.9, "species": ["Ba", "C", "P", "C", "N", "C", "C", "C", "C", "C", "C", "N", "C", "P", "C", "C", "C", "C", "C", "C", "C", "C", "C", "H", "H", "H", "H", "H", "H", "H", "H", "H", "H", "H", "H", "H", "H", "H", "H", "H", "H", "H", "H", "H", "H", "H", "H", "H", "H", "H", "H", "C", "C", "C", "O", "C", "O", "O", "H", "H", "H", "H", "H", "H", "H", "C", "C", "N", "C", "C", "N", "C", "N", "N", "N", "C", "C", "C", "C", "C", "C", "H", "H", "H", "H", "H", "H", "H", "H", "H", "H", "H", "O", "C", "N", "C", "C", "O", "N", "C", "C", "C", "C", "C", "C", "C", "C", "C", "C", "C", "C", "H", "H", "H", "H", "H", "H", "H", "H", "H", "H", "H", "F", "C", "C", "C", "C", "C", "C", "Sb", "C", "C", "C", "C", "F", "C", "C", "C", "C", "C", "C", "F", "C", "C", "H", "H", "H", "H", "H", "H", "H", "H", "H", "H", "H", "H"], "xyz": [[0.452, 0.489, -0.131], [-0.593, -1.390, 4.997], [-0.702, -0.155, 3.640], [-2.525, 0.263, 3.825], [-3.007, 0.290, 5.043], [-4.327, 0.536, 5.231], [-4.850, 0.612, 6.546], [-6.182, 0.836, 6.726], [-7.050, 0.983, 5.611], [-6.566, 0.913, 4.340], [-5.181, 0.697, 4.131], [-4.690, 0.639, 2.870], [-3.405, 0.459, 2.691], [-2.794, 0.380, 0.923], [-3.539, -1.249, 0.496], [-3.822, 1.618, -0.043], [-3.245, 1.521, -1.470], [-3.516, 2.998, 0.554], [-5.334, 1.418, -0.145], [0.133, 1.355, 4.394], [1.643, 1.103, 4.240], [-0.302, 2.563, 3.554], [-0.160, 1.617, 5.869], [-1.079, -1.024, 5.899], [0.459, -1.609, 5.203], [-1.076, -2.316, 4.680], [-4.169, 0.492, 7.379], [-6.589, 0.901, 7.727], [-8.106, 1.152, 5.780], [-7.209, 1.023, 3.474], [-4.595, -1.282, 0.760], [-2.999, -2.026, 1.041], [-3.414, -1.447, -0.571], [-2.158, 1.584, -1.493], [-3.629, 2.348, -2.076], [-3.543, 0.585, -1.955], [-2.443, 3.193, 0.596], [-3.929, 3.090, 1.563], [-3.976, 3.775, -0.067], [-5.590, 0.430, -0.541], [-5.726, 2.164, -0.849], [-5.836, 1.545, 0.809], [1.956, 1.078, 3.198], [1.942, 0.164, 4.722], [2.197, 1.910, 4.730], [-0.239, 2.359, 2.482], [0.354, 3.416, 3.761], [-1.331, 2.860, 3.784], [0.276, 0.844, 6.507], [-1.226, 1.682, 6.085], [0.305, 2.571, 6.146], [1.668, 4.148, -1.376], [0.885, 3.757, -0.124], [0.271, 4.979, 0.539], [-0.172, 2.810, -0.470], [1.885, 3.089, 0.857], [2.697, 3.805, 1.406], [1.787, 1.787, 0.976], [1.029, 4.688, -2.075], [2.064, 3.264, -1.885], [2.507, 4.777, -1.083], [-0.362, 5.509, -0.178], [1.063, 5.641, 0.884], [-0.338, 4.687, 1.398], [-0.387, 2.959, -1.423], [0.828, -3.438, 2.633], [0.408, -3.682, 1.226], [0.106, -2.763, 0.334], [-0.203, -3.455, -0.828], [-0.093, -4.791, -0.624], [0.288, -4.933, 0.700], [0.515, -6.185, 1.398], [1.812, -6.257, 2.019], [1.901, -6.292, 3.376], [3.134, -6.236, 3.716], [3.898, -6.146, 2.560], [5.282, -6.054, 2.394], [5.754, -5.992, 1.103], [4.875, -6.012, -0.005], [3.509, -6.078, 0.146], [3.048, -6.155, 1.464], [0.630, -2.396, 2.860], [1.894, -3.635, 2.771], [0.287, -4.071, 3.340], [-0.452, -2.939, -1.742], [-0.258, -5.642, -1.268], [0.391, -6.988, 0.677], [-0.199, -6.321, 2.205], [5.945, -6.035, 3.251], [6.820, -5.924, 0.926], [5.285, -5.962, -1.004], [2.842, -6.066, -0.707], [1.148, -1.257, -2.399], [0.723, -0.309, -3.063], [0.550, -0.285, -4.425], [0.173, 1.048, -4.886], [-0.055, 1.723, -3.500], [-0.507, 2.850, -3.342], [0.313, 0.885, -2.507], [1.317, 1.812, -5.562], [2.560, 1.234, -5.782], [3.590, 1.971, -6.364], [3.382, 3.291, -6.728], [2.138, 3.875, -6.507], [1.113, 3.142, -5.931], [-1.101, 0.991, -5.731], [-1.028, 0.876, -7.116], [-2.184, 0.749, -7.878], [-3.427, 0.743, -7.261], [-3.508, 0.856, -5.880], [-2.352, 0.978, -5.122], [0.850, -1.038, -5.020], [2.738, 0.205, -5.497], [4.556, 1.507, -6.527], [4.181, 3.863, -7.182], [1.968, 4.909, -6.782], [0.150, 3.602, -5.743], [-0.062, 0.891, -7.608], [-2.111, 0.659, -8.955], [-4.329, 0.658, -7.855], [-4.474, 0.856, -5.389], [-2.429, 1.071, -4.046], [6.787, 4.956, -1.107], [6.048, 3.836, -0.961], [5.459, 3.280, -2.076], [4.702, 2.125, -1.912], [4.538, 1.529, -0.659], [5.130, 2.148, 0.443], [5.896, 3.299, 0.298], [3.334, -0.248, -0.411], [4.470, -0.999, 1.244], [5.867, -1.047, 1.245], [6.561, -1.603, 2.311], [5.839, -2.112, 3.376], [6.510, -2.670, 4.401], [4.464, -2.067, 3.429], [3.788, -1.501, 2.352], [4.407, -1.329, -1.942], [4.168, -0.969, -3.273], [4.818, -1.588, -4.333], [5.713, -2.597, -4.045], [6.357, -3.206, -5.062], [5.961, -3.012, -2.756], [5.294, -2.380, -1.706], [5.589, 3.745, -3.046], [4.244, 1.698, -2.794], [4.985, 1.749, 1.439], [6.344, 3.792, 1.152], [6.425, -0.643, 0.407], [7.643, -1.647, 2.327], [3.944, -2.471, 4.291], [2.705, -1.447, 2.383], [3.443, -0.196, -3.503], [4.638, -1.304, -5.364], [6.671, -3.812, -2.580], [5.487, -2.717, -0.695]], "mulliken_charge": [1.508, -1.683, 1.082, -0.319, -0.056, 0.122, -0.524, -0.583, -0.515, -0.479, 0.113, 0.040, -0.383, 0.623, -1.767, 2.641, -3.378, -2.292, -1.917, 2.246, -2.073, -2.020, -1.836, 0.514, 0.352, 0.397, 0.478, 0.391, 0.397, 0.479, 0.403, 0.369, 0.402, 0.928, 0.672, 0.453, 0.424, 0.356, 0.533, 0.378, 0.519, 0.308, -0.008, 0.376, 0.656, 0.118, 0.623, 0.395, 0.364, 0.265, 0.536, -1.653, 2.085, -1.950, -0.775, -0.100, -0.792, 1.029, 0.607, -0.063, 0.565, 0.457, 0.349, 0.240, -0.134, 0.611, 0.407, 0.689, -0.719, -0.906, 0.288, -1.164, 0.717, -0.594, -0.600, 0.195, -0.697, -0.544, -0.505, -0.865, 1.393, -1.387, -0.495, 0.763, 0.511, 0.443, 0.422, 0.287, 0.474, 0.403, 0.412, 0.419, -0.204, -1.485, 0.149, 3.210, -1.387, -0.692, 1.264, -0.191, 0.110, -0.786, -0.551, -0.901, -0.176, -0.442, -0.250, -0.874, -0.554, -0.700, -0.179, 0.374, 0.321, 0.409, 0.443, 0.442, 0.532, 0.450, 0.410, 0.396, 0.466, 0.061, -0.376, 0.250, -0.740, -0.107, 0.542, -0.530, -0.730, 1.791, -0.459, -0.500, -0.962, 0.110, -0.418, -0.746, -0.085, 0.361, 0.394, -0.893, -0.021, -0.375, -0.794, -0.423, 0.530, -0.007, 0.486, 0.433, 0.598, 0.446, 0.565, 0.367, -0.412, 0.502, 0.537, 0.554]}